{
  "formula": "C7H14NO",
  "method": "ωB97M-V/def2-TZVPD",
  "species": ["O", "N", "C", "C", "C", "C", "C", "C", "C", "H", "H", "H", "H", "H", "H", "H", "H", "H", "H", "H", "H", "H", "H"],
  "positions_angstrom": [[-0.47228, 2.06052, -1.15406], [-0.63761, 0.78477, -1.00878], [0.89102, -0.92169, -2.03592], [-2.51278, -0.36275, 0.59288], [-1.05935, 0.21086, 0.64752], [1.98780, 0.54490, -0.38623], [0.10477, -0.76170, 0.42962], [-0.83938, 1.22430, 1.67069], [0.71575, -0.13360, -0.80581], [-1.69493, 1.36344, 2.29826], [2.51816, 0.88106, -1.26444], [-0.70655, 2.16341, 1.04681], [1.10282, -1.94862, -1.90082], [0.79585, -0.80537, 1.23921], [-0.27379, -1.79656, 0.20153], [-2.45830, -0.96946, -0.31785], [2.65752, 0.02893, 0.24099], [-3.24782, 0.36814, 0.34908], [0.14307, 1.09917, 2.20350], [-2.74169, -1.14891, 1.30985], [1.84151, 1.43797, 0.23858], [-0.07121, -0.84831, -2.61895], [1.71917, -0.40495, -2.62338]],
  "total_charge": -1,
  "lumo_ev": [3.8, 3.8],
  "largest_force_ev_per_a": 3.4,
  "spin_multiplicity": 1,
  "gap_ev": [5.2, 5.2],
  "smiles": "CC1(C)CC(C)(C)N1[O-]"
}

---

{
  "formula": "C5H10N2S",
  "method": "ωB97M-V/def2-TZVPD",
  "species": ["S", "N", "N", "C", "C", "C", "C", "C", "H", "H", "H", "H", "H", "H", "H", "H", "H", "H"],
  "positions_angstrom": [[-0.43499, 1.53059, -0.97537], [0.65319, -0.71403, 0.07321], [1.40315, 0.06991, -2.09749], [-1.60895, -1.03320, 0.76314], [0.15464, -2.19859, 1.95336], [-0.37645, -1.33324, 0.87351], [-0.13286, 1.85163, 0.81986], [0.74944, 0.04490, -1.03718], [-0.74615, -2.78689, 2.44005], [-2.01066, -0.39876, -0.07502], [0.67861, -1.48831, 2.69695], [1.66121, -1.28599, 0.24067], [1.00889, -2.85399, 1.72712], [-0.59052, 2.71729, 1.15106], [-2.14186, -1.64566, 1.54692], [1.52869, 0.91635, -2.63827], [-0.44553, 1.01548, 1.59543], [0.90783, 1.84089, 0.85484]],
  "total_charge": 0,
  "lumo_ev": 0.7,
  "largest_force_ev_per_a": 7.0,
  "spin_multiplicity": 1,
  "gap_ev": 9.2,
  "smiles": "[H]/N=C(/NC(=C)C)SC"
}

---

{
  "formula": "C45H130N20O15",
  "method": "ωB97M-V/def2-TZVPD",
  "species": ["O", "O", "O", "O", "O", "O", "O", "O", "O", "O", "O", "O", "O", "O", "O", "N", "N", "N", "N", "N", "N", "N", "N", "N", "N", "N", "N", "N", "N", "N", "N", "N", "N", "N", "N", "C", "C", "C", "C", "C", "C", "C", "C", "C", "C", "C", "C", "C", "C", "C", "C", "C", "C", "C", "C", "C", "C", "C", "C", "C", "C", "C", "C", "C", "C", "C", "C", "C", "C", "C", "C", "C", "C", "C", "C", "C", "C", "C", "C", "C", "H", "H", "H", "H", "H", "H", "H", "H", "H", "H", "H", "H", "H", "H", "H", "H", "H", "H", "H", "H", "H", "H", "H", "H", "H", "H", "H", "H", "H", "H", "H", "H", "H", "H", "H", "H", "H", "H", "H", "H", "H", "H", "H", "H", "H", "H", "H", "H", "H", "H", "H", "H", "H", "H", "H", "H", "H", "H", "H", "H", "H", "H", "H", "H", "H", "H", "H", "H", "H", "H", "H", "H", "H", "H", "H", "H", "H", "H", "H", "H", "H", "H", "H", "H", "H", "H", "H", "H", "H", "H", "H", "H", "H", "H", "H", "H", "H", "H", "H", "H", "H", "H", "H", "H", "H", "H", "H", "H", "H", "H", "H", "H", "H", "H", "H", "H", "H", "H", "H", "H", "H", "H", "H", "H", "H", "H", "H", "H", "H", "H"],
  "positions_angstrom": [[6.11401, 2.25132, 1.96147], [0.61926, -6.51154, -2.60328], [1.81775, -3.42606, 4.84016], [-3.84335, -1.20545, -2.74506], [2.07697, -2.09584, -4.39898], [-1.62298, -6.34494, 1.46918], [2.27124, 3.91841, -1.89412], [-2.91479, 2.31691, 4.40494], [-5.09187, -2.29269, 2.56236], [4.44758, -2.46544, -0.80320], [-1.94588, 2.51553, -4.43151], [1.42402, 4.05749, 6.53382], [-4.60938, 2.38937, -0.00987], [-0.35974, -1.21391, 0.72715], [-1.24565, 5.19374, 0.07450], [3.79611, -0.69498, 2.51968], [-0.38458, 3.16209, 5.49765], [-4.94835, -0.60846, 1.26214], [1.35986, 6.45313, -1.19312], [-0.37511, -2.54687, 6.65929], [-6.41095, 3.75612, -0.04263], [-0.17956, 0.80411, -5.48612], [0.81837, 2.09730, 2.20319], [6.02403, -0.36409, -3.28174], [-4.34925, 4.60877, -0.05068], [-5.14667, 0.15536, -1.75526], [-3.12583, 5.79103, 3.21723], [-3.09073, 0.22192, -1.20402], [-3.28966, -2.06991, 1.22197], [1.05561, 4.37682, 4.37263], [-0.94710, 6.96537, 1.26217], [1.80743, -7.43860, 0.14822], [-1.83623, -8.02305, -3.13176], [-5.40669, 3.16283, -5.81223], [0.43231, 5.48066, 1.56503], [0.74050, 3.89103, 5.55155], [-0.63856, 5.78865, 0.93508], [-4.06817, 1.04581, -5.48454], [-3.50933, 4.99812, 5.44901], [-1.91827, 2.65777, -2.97589], [1.91878, 3.74281, -3.26217], [-2.80033, 4.71919, 4.13460], [1.42386, -2.05019, 5.14709], [3.98133, -3.78523, -0.78786], [-4.52616, -1.80021, 1.68691], [1.45125, -1.11840, -5.37994], [5.21424, 3.31121, 2.34868], [-2.49773, -5.29393, 1.18643], [-3.68313, 1.19750, 4.03198], [-0.40991, -6.33952, 0.69663], [5.37371, 1.09851, 1.62647], [4.54194, 0.57236, 2.82371], [2.65728, 6.33430, -1.73476], [1.07217, -7.54098, 2.49682], [3.60920, 7.28575, -0.97870], [-4.33200, 2.51423, -5.02492], [-0.05682, -1.74802, 5.43304], [0.47344, -0.22898, 1.36701], [5.38003, 0.13007, 4.11637], [5.25862, -0.66764, -2.06357], [-0.53781, -8.42012, -3.57555], [-5.10581, 3.51635, -0.02573], [-2.98975, 3.36736, -4.98637], [-3.94969, -0.31923, -1.95315], [2.21819, -3.34719, -5.17586], [0.26403, -7.13734, -3.86245], [-0.33666, -0.24711, 5.90912], [0.43307, -0.18604, -4.64901], [-0.71578, 1.94352, 0.37171], [3.20925, 4.94567, -1.43325], [4.16458, 0.30528, -1.83910], [4.91961, -2.22498, -2.04878], [-0.78080, -1.09543, -4.11576], [1.13617, -3.95983, 3.73257], [0.69671, -5.09393, -2.57071], [-3.21218, 3.37331, 3.54947], [0.45396, -2.32616, 0.23705], [-0.15545, 1.21841, 1.66273], [-0.60623, -9.11984, -4.99706], [0.60540, -7.49283, 1.01642], [-1.39044, -8.76879, -5.66780], [2.86589, 3.54056, -3.76234], [-3.61435, 1.01179, 2.96012], [-1.53895, 3.65857, -2.76950], [0.50040, 3.95003, 3.64484], [-0.51964, 0.44814, 5.08982], [-0.60120, 7.18795, 2.18462], [-0.69361, -2.00824, 4.58753], [6.05330, 0.88544, 4.52162], [-4.99715, 0.47991, -5.41490], [3.42090, -0.13500, -1.17486], [4.75559, 1.41272, 0.78544], [2.90850, -3.96768, -4.60440], [0.09622, -3.63346, 3.74207], [-3.35532, 4.45981, 0.04937], [4.36772, 3.56226, 1.70957], [1.01647, -5.04201, 3.78413], [1.51250, -7.34274, -0.81299], [1.29660, 1.51267, 2.87372], [-1.63499, -0.56197, -3.69877], [-2.87518, 5.61320, 2.25512], [0.76769, 5.71129, -1.53825], [-2.76738, -2.91561, 1.40117], [-2.64509, 3.72182, -5.95780], [4.80372, -4.42533, -1.10732], [2.22292, -8.35406, 0.24518], [1.30289, -2.59656, 0.86499], [-0.71815, 2.66473, 6.31096], [0.95950, 0.32071, -3.84019], [5.97989, -0.76793, 3.96844], [0.00026, 2.67478, -0.00330], [1.50734, 2.36167, 1.51358], [0.68652, 4.50621, 1.48802], [-0.99704, 2.98673, 4.71392], [-1.60581, 2.49632, 0.67234], [-4.74028, 5.53761, -0.11742], [3.67301, -4.03175, 0.22814], [0.66803, -4.80884, -1.51904], [3.13263, 8.26573, -0.95365], [1.93503, -1.37162, 4.46418], [-3.41154, 0.99207, -0.63477], [-1.87079, 7.25859, 0.97771], [-0.33423, -1.61862, -3.27020], [1.71150, -3.53552, 2.90973], [-1.17806, -1.69087, -4.93779], [5.87226, -0.45025, -1.18933], [-1.33340, -2.59313, 6.97494], [-2.86843, -1.32284, 0.68853], [-0.84768, -10.18195, -5.03846], [6.25445, 0.61759, -3.33916], [-0.99676, 1.23636, -5.07935], [-3.24461, 5.95445, 5.90010], [-2.66169, 6.65226, 3.46814], [4.63050, 7.41780, -1.33593], [2.10494, -0.50093, -5.99599], [-1.71348, 4.67945, 4.20740], [-5.85272, -0.34383, 1.62571], [-2.83687, 2.44292, -2.42988], [1.27716, 2.86386, -3.32427], [-2.58321, 3.03106, 2.72768], [3.01334, 4.74407, -0.38012], [-4.98432, 3.09711, -6.72733], [5.84883, -2.72968, -2.31322], [0.28907, -8.99060, -5.60520], [-3.31950, 0.39307, 4.67134], [0.86909, -1.93964, -0.69373], [1.25887, -7.31897, -4.26918], [0.85024, -1.51892, -6.19632], [-5.88124, -0.27636, -2.29759], [-4.24887, 3.36516, 3.21285], [-0.04669, -9.13472, -2.91506], [-3.41172, -5.45450, 1.75821], [4.69724, -0.12525, 4.92674], [1.65147, -4.73691, -2.95679], [0.96790, 6.15952, 2.08693], [-3.05678, 4.37745, -4.58221], [4.12786, -2.43022, -2.76927], [1.94197, 4.80040, 4.13798], [6.03318, 0.34423, 1.19723], [4.13284, -1.11517, 1.66520], [3.19343, -3.95019, -1.52277], [-1.19567, 1.95665, -2.55828], [-6.53410, 4.67158, -0.45111], [0.43873, 1.58272, -5.66384], [0.08367, -5.39347, 0.91905], [4.87873, 3.15262, 3.37356], [-2.82011, -5.40536, 0.15117], [-0.21627, -6.46756, -4.57576], [-4.87638, 2.59198, -4.08380], [5.52649, -0.40623, -4.15968], [1.32498, -3.96764, -5.10289], [-4.61060, -0.30920, 0.35855], [-0.14550, -4.70107, -3.14030], [-0.17855, -3.48961, 6.35482], [-3.95332, 1.03714, -6.56844], [1.42015, 4.65276, -3.59605], [-1.27028, -0.27649, 6.47089], [1.65918, -6.70966, 2.88723], [1.98349, -1.98473, 6.08016], [4.22433, 4.64660, -1.69454], [5.74666, 4.25146, 2.49204], [0.81086, -0.52500, 2.36030], [2.59204, 6.50043, -2.81004], [-0.04184, -8.35235, 0.84208], [-4.72610, 1.35843, 4.30475], [0.49856, 0.23355, 6.41850], [-0.24359, -3.15012, 0.08666], [-5.31105, 0.93673, -1.13675], [-0.68892, -6.33548, -0.35705], [1.77442, -8.36839, 2.59860], [3.52326, 0.50091, -2.69847], [3.77742, 6.91620, 0.03285], [-1.69316, -7.15547, -2.63483], [-6.21624, 2.60176, -6.03568], [-2.04169, -7.72941, -4.07604], [-4.56617, 5.09088, 5.19885], [1.37899, 6.49037, -0.18400], [-2.14045, 0.10187, -1.52442], [-1.03937, 1.31298, -0.45643], [-0.98539, 1.07501, 2.35464], [1.47098, -0.14671, 0.93543], [4.64152, 1.22280, -1.49444], [0.26551, -7.67366, 3.21779], [-3.31518, 0.51862, -4.89871], [-2.04325, -4.30337, 1.20503], [3.71114, 1.18767, 3.16906], [3.99287, -1.36750, 3.24706], [-3.40421, 4.20671, 6.19112], [-7.16196, 3.10576, 0.13932], [2.60593, -3.18364, -6.18134]],
  "total_charge": 0,
  "lumo_ev": 0.0,
  "largest_force_ev_per_a": 7.5,
  "spin_multiplicity": 1,
  "gap_ev": 8.8
}

---

{
  "formula": "C3H4N4",
  "method": "ωB97M-V/def2-TZVPD",
  "species": ["N", "N", "N", "N", "C", "C", "C", "H", "H", "H", "H"],
  "positions_angstrom": [[1.63084, -0.06521, -0.02547], [-0.22627, -1.42375, -0.27485], [-1.96972, 0.20024, -0.38756], [0.22395, 1.92237, 0.85703], [1.07289, -1.17659, -0.31287], [-0.75266, -0.14136, -0.14316], [0.40262, 0.81738, 0.22531], [1.63088, -2.19030, -0.17507], [-1.88033, 1.24955, -0.12233], [-0.98120, 1.70769, 0.95574], [-0.71812, -2.19909, -0.45801]],
  "total_charge": 0,
  "lumo_ev": -0.3,
  "largest_force_ev_per_a": 6.6,
  "spin_multiplicity": 1,
  "gap_ev": 9.6,
  "smiles": "[H]/N=C1/N=CN/C1=N/[H]"
}

---

Calculated values (eV) of ΔE to the lowest compared entry with this formula, charge and spin for the records, taken in order: 0.1834, 3.2164, 1.7627, 3.4963.